Here is the molecule C5H4N2 from the OMol25 dataset. Energies are from ωB97M-V with the def2-TZVPD basis set.

Summary:
Total charge: 0
SMILES: [H]/N=N/C=C=CC#C
HOMO-LUMO gap (eV): 9.3799
Relative energy (zero: lowest compared OMol25 entry of this formula, charge and spin) (kcal/mol): 110.4
LUMO (eV): 0.01

Geometry (Å):
H -1.35482 2.89750 0.49028
N -1.04492 1.94871 0.24220
N -1.98598 1.19149 0.55077
C -1.71683 -0.19841 0.27495
C -0.63227 -0.58799 -0.34469
C 0.51349 -0.77842 -0.94964
C 1.73840 -0.89167 -0.21759
C 2.77909 -0.93238 0.39398
H -2.48976 -0.87663 0.62700
H 0.54827 -0.79913 -2.03899
H 3.68084 -0.96546 0.96343